C31H48N12O3S | the ωB97M-V functional and the def2-TZVPD basis

CARTESIAN COORDINATES (ANGSTROEM)
C (2.1516, -2.5546, -0.8942)
C (3.0762, -3.0019, -2.0180)
C (3.7462, -1.8557, -2.7934)
C (4.1308, -0.6204, -1.9692)
C (4.4929, 0.5535, -2.9152)
C (4.1703, 1.9376, -2.3409)
C (5.1184, 2.9812, -2.9582)
C (5.1209, 3.1146, -4.4893)
C (3.9985, 3.9720, -5.0596)
N (2.8086, 3.3689, -5.5035)
O (4.1408, 5.1692, -5.1505)
N (2.7864, 2.4127, -2.5697)
C (1.9049, 1.6110, -2.7732)
S (0.7028, 0.6148, -2.8621)
O (4.5042, 1.9165, -0.9410)
C (3.5045, 2.2809, -0.0865)
O (3.4513, 3.3241, 0.4849)
H (2.6669, -1.8945, -0.1950)
H (1.8169, -3.3983, -0.3036)
H (1.2707, -2.0175, -1.2411)
H (3.7774, -3.7309, -1.6094)
H (2.4596, -3.5496, -2.7313)
H (4.6850, -2.2420, -3.1978)
H (3.1538, -1.5798, -3.6647)
H (3.2990, -0.2783, -1.3597)
H (4.9888, -0.8799, -1.3571)
H (4.1013, 0.3883, -3.9159)
H (5.5753, 0.5303, -3.0192)
H (4.8686, 3.9509, -2.5284)
H (6.1223, 2.7096, -2.6433)
H (5.1729, 2.1615, -5.0178)
H (6.0285, 3.6549, -4.7442)
H (2.0224, 3.6685, -4.9444)
H (2.8799, 2.3592, -5.5084)
H (2.7592, 1.4923, 0.1087)
C (-0.9385, -0.9309, 1.3148)
C (-0.6200, -2.2938, 0.9022)
N (-0.3845, -3.3565, 0.5424)
H (-0.8798, -0.8353, 2.3954)
H (-0.2305, -0.2394, 0.8579)
H (-1.9444, -0.6752, 0.9887)
C (4.0891, -4.4620, 2.5696)
C (4.6024, -3.3124, 1.8311)
N (4.9958, -2.4094, 1.2443)
H (4.5344, -5.3760, 2.1827)
H (4.3361, -4.3619, 3.6244)
H (3.0076, -4.5154, 2.4567)
C (0.6055, 2.3152, 3.3517)
C (-0.5299, 1.5138, 3.8040)
N (-1.4244, 0.8939, 4.1670)
H (0.4181, 2.6894, 2.3469)
H (0.7486, 3.1581, 4.0241)
H (1.5069, 1.7057, 3.3449)
C (-3.9878, 3.3551, 3.7565)
C (-3.8629, 4.7583, 3.3740)
N (-3.7520, 5.8604, 3.0770)
H (-3.0001, 2.9159, 3.8729)
H (-4.5279, 3.2757, 4.6955)
H (-4.5332, 2.8102, 2.9892)
C (-0.1589, -5.8701, -4.2437)
C (0.0316, -4.4238, -4.2025)
N (0.1850, -3.2884, -4.1685)
H (-1.2092, -6.0977, -4.4124)
H (0.4337, -6.2962, -5.0505)
H (0.1546, -6.3073, -3.2979)
C (-6.7005, 1.0715, 6.6879)
C (-6.9658, 2.0986, 5.6848)
N (-7.1748, 2.9054, 4.8966)
H (-7.5870, 0.9108, 7.2963)
H (-6.4330, 0.1381, 6.1976)
H (-5.8764, 1.3856, 7.3258)
C (-0.9048, 4.0513, -5.8544)
C (-0.5432, 2.7529, -6.4158)
N (-0.2567, 1.7360, -6.8610)
H (-0.9314, 3.9890, -4.7678)
H (-0.1696, 4.7962, -6.1540)
H (-1.8858, 4.3491, -6.2180)
C (-8.4047, -2.3947, 5.0721)
C (-8.9118, -1.6265, 6.2051)
N (-9.3202, -1.0308, 7.0957)
H (-8.7622, -1.9561, 4.1427)
H (-7.3165, -2.3862, 5.0773)
H (-8.7543, -3.4224, 5.1419)
C (-12.3657, 0.2950, 7.2187)
C (-13.4319, 0.6036, 6.2692)
N (-14.2690, 0.8403, 5.5220)
H (-11.9081, 1.2162, 7.5726)
H (-12.7750, -0.2489, 8.0675)
H (-11.6066, -0.3142, 6.7396)
C (8.2314, -3.1911, -3.4945)
C (7.6159, -1.9029, -3.7954)
N (7.1277, -0.8909, -4.0228)
H (8.1340, -3.4033, -2.4317)
H (7.7369, -3.9755, -4.0636)
H (9.2859, -3.1654, -3.7605)

Summary:
SMILES: CCCCC[C@@](CCC(N)=O)(N=C=S)OC=O.CC#N.CC#N.CC#N.CC#N.CC#N.CC#N.CC#N.CC#N.CC#N.CC#N
energy relative to the best compared isomer or geometry (same formula, charge and spin): 66.2 kJ/mol
F_max: 1.87 eV/Å
E_tot: -67780.757 eV
frontier orbital gap: 9.7 eV
multiplicity: 1
M: 668.87 u